An isolated molecule of C4H9NO. Source: the Open Molecules 2025 dataset; level of theory: the ωB97M-V functional and the def2-TZVPD basis.

Calculated values
structure (SMILES): C/C=C(\C)NO
multiplicity: 1
frontier orbital gap: 9.086 eV
LUMO: 1.0 eV
total charge: 0
molar mass: 87.12 g mol⁻¹
highest occupied orbital energy: -8.07 eV
calculated total energy: -287.7274 Ha

CARTESIAN COORDINATES (ANGSTROEM)
C -2.184569 -0.088117 -0.141028
C -0.928890 0.686064 0.113335
C 0.310661 0.197405 0.120411
C 0.697991 -1.214196 -0.199777
N 1.383697 0.994294 0.558247
O 2.579096 0.884561 -0.214544
H -3.021091 0.381235 0.371873
H -2.103190 -1.114917 0.207043
H -2.416391 -0.107680 -1.207462
H -1.069152 1.737500 0.329615
H 1.417357 -1.217484 -1.018053
H 1.166939 -1.677867 0.667978
H -0.164507 -1.799855 -0.495422
H 1.142336 1.981085 0.588603
H 3.189713 0.357973 0.319182

Cartesian forces, eV/Å:
C 0.1 0.0 0.0
C 0.1 0.0 0.0
C 0.0 -0.1 -0.3
C -0.1 0.2 0.0
N 0.4 0.2 0.6
O -0.3 0.0 -0.2
H -0.1 -0.1 0.0
H -0.1 -0.1 0.0
H -0.1 0.0 0.0
H 0.1 0.2 0.0
H 0.0 -0.1 0.0
H 0.1 -0.1 0.0
H -0.1 -0.1 0.0
H 0.2 -0.2 -0.1
H -0.3 0.2 0.1